Model one:
The following is a DFT calculation (ωB97M-V/def2-TZVPD) of one molecule with the formula C9H14N4O4.

The LUMO energy comes out at 0.021 Ha. The SMILES is N[C@@H](CO)C(=O)N[C@@H](Cc1c[nH]cn1)C(=O)O. The frontier orbital gap is 9.73 eV.

Each line ends with the Löwdin charge.
CARTESIAN COORDINATES (ANGSTROEM)
O -0.82202 0.98868 2.76234  0.08
O -1.91574 -0.37195 -1.41485  0.08
O -3.16778 2.23915 -1.09875  -0.07
O 0.72420 -0.27006 3.75952  0.09
N 1.56946 -2.69611 -0.30299  0.11
N -1.04082 -0.85004 0.62288  0.12
N 2.38663 -1.98476 -2.23670  0.06
N -0.40780 2.08646 -1.50153  0.10
C 1.89546 -1.27530 -0.21861  -0.28
C -0.05144 -0.14082 2.82653  -0.46
C -1.00239 1.51916 -0.32448  -0.35
C -2.29353 2.17886 0.05835  -0.19
C 2.26739 -0.84964 -1.43064  -0.08
C 0.05538 -0.86893 1.51636  -0.24
C 1.47240 -0.41252 0.92668  -0.07
C -1.29581 0.01755 -0.44432  -0.42
C 1.99712 -3.04735 -1.47188  -0.21
H 2.76104 -2.01610 -3.15300  0.13
H 0.35487 1.46283 -1.74466  0.07
H -2.13283 3.13808 0.52978  0.12
H -3.74653 1.43112 -1.19447  0.12
H 1.88050 -4.01930 -1.87571  0.11
H -0.29751 1.65509 0.46618  0.10
H 2.63146 0.21049 -1.66920  0.15
H 2.23207 -0.31086 1.75110  0.13
H -0.65088 1.55066 3.57334  0.16
H -1.10192 2.12694 -2.17679  0.05
H 1.45607 0.65092 0.53959  0.12
H -1.38237 -1.73607 0.18317  0.17
H 0.31240 -1.94929 1.87691  0.19
H -2.68706 1.54313 0.86586  0.12

Model two:
The following is a DFT calculation (ωB97M-V/def2-TZVPD) of one molecule with the formula C9H14N4O4.

The LUMO energy comes out at 0.011 Ha. The SMILES is N[C@@H](CO)C(=O)N[C@@H](Cc1c[nH]cn1)C(=O)O. The frontier orbital gap is 9.52 eV.

Each line ends with the Löwdin charge.
CARTESIAN COORDINATES (ANGSTROEM)
O -0.03893 3.00413 -0.59235  0.13
O -2.05017 2.16181 -0.30711  0.13
O 2.02709 0.26481 2.37470  0.07
O 4.01160 -1.36470 -1.29437  -0.07
N 4.08435 0.70181 0.52467  0.03
N 0.36176 0.13389 0.75983  0.12
N -4.56630 -0.70515 0.40467  0.05
N -2.41544 -0.47650 0.97105  0.06
C 2.80176 0.17632 0.05636  -0.27
C -0.14456 0.61355 -0.59655  -0.19
C 1.66155 0.22182 1.22614  -0.41
C 3.11578 -1.32110 -0.26603  -0.26
C -1.17654 -0.40691 -1.23128  -0.04
C -3.68100 -0.46979 1.50744  -0.06
C -3.80859 -0.98829 -0.72568  -0.05
C -0.74888 2.04811 -0.53563  -0.50
C -2.55142 -0.62063 -0.40147  -0.32
H 4.24841 0.46079 1.50066  0.08
H -2.47185 1.30601 -0.17400  0.06
H 0.76464 0.74095 -1.27409  0.15
H -4.03389 -0.07563 2.44279  0.11
H -0.71274 -1.40834 -0.94330  0.12
H -4.16984 -1.27110 -1.66978  0.11
H 2.55756 0.90454 -0.71371  0.12
H -0.47689 0.29518 1.34379  0.12
H 3.91021 1.70977 0.65822  0.10
H -5.53000 -0.92732 0.44531  0.13
H 4.65101 -0.62755 -1.11004  0.10
H 3.48393 -1.83146 0.65338  0.13
H 2.22931 -1.84726 -0.67769  0.12
H -1.33190 -0.40177 -2.35593  0.13

Of them, model two has the lowest stability.

Model one:
The following is a DFT calculation (ωB97M-V/def2-TZVPD) of one molecule with the formula C6H10N4.

The LUMO energy comes out at 0.022 Ha. The SMILES is [H]/N=N/[C@@H](C)c1nccn1C. The frontier orbital gap is 9.34 eV.

Each line ends with the Löwdin charge.
CARTESIAN COORDINATES (ANGSTROEM)
N -1.59134 -0.38938 -0.78565  0.08
N 1.81299 -0.13246 -1.01192  -0.05
N 2.57318 -0.03765 -0.02483  0.05
N -0.56460 -0.35553 1.17290  -0.10
C 0.41161 -0.18766 2.21436  -0.03
C -1.81298 -0.89239 1.36942  -0.08
C 0.74844 0.80298 -1.08020  -0.28
C 0.26571 1.00294 -2.48681  -0.09
C -0.50376 -0.08188 -0.14069  -0.21
C -2.42776 -0.90410 0.15254  -0.15
H -0.67454 1.54035 -2.49740  0.07
H 0.90866 1.71610 -0.49573  0.12
H -2.12706 -1.20853 2.34097  0.11
H 3.26945 -0.79839 -0.05663  0.07
H -3.41165 -1.22559 -0.12288  0.09
H 1.01701 1.56620 -3.03835  0.08
H 0.58254 -1.14608 2.71000  0.09
H 0.12797 0.03426 -2.96117  0.08
H 1.34729 0.16814 1.78594  0.05
H 0.04886 0.52868 2.95612  0.09

Model two:
The following is a DFT calculation (ωB97M-V/def2-TZVPD) of one molecule with the formula C6H10N4.

The LUMO energy comes out at 0.021 Ha. The frontier orbital gap is 8.02 eV.

Each line ends with the Löwdin charge.
CARTESIAN COORDINATES (ANGSTROEM)
N -0.62306 0.45075 -1.52402  -0.42
N -0.13424 -0.90642 -1.63149  0.14
N 0.45339 -1.05034 0.68628  0.07
N -1.85684 0.73163 -1.33569  0.08
C 0.86076 -2.96346 -0.67752  -0.01
C 0.35118 -1.56729 -0.63037  -0.36
C -0.03784 0.12058 1.18346  -0.08
C -0.44402 2.49721 2.22472  -0.07
C -0.24368 1.27897 1.47732  -0.05
C 0.31319 1.30541 -1.62009  -0.03
H -0.03490 2.37206 -1.66851  0.10
H -1.27847 2.51876 2.86165  0.07
H -0.69544 3.21378 1.52751  0.06
H -2.28509 -0.15713 -1.55073  0.03
H 1.21693 0.91349 -1.29229  0.05
H 1.18992 -3.08612 -1.70519  0.09
H 0.40618 2.66329 2.71323  0.04
H 1.09041 -1.58206 1.24157  0.12
H 1.68710 -3.15052 -0.10874  0.04
H 0.06453 -3.60257 -0.17109  0.13

Of them, model two has the lowest stability.

Model one:
The following is a DFT calculation (ωB97M-V/def2-TZVPD) of a 13-piece molecular cluster, H28NO12 overall.

The LUMO energy comes out at -0.113 Ha. The total charge is +1. The frontier orbital gap is 9.79 eV.

Each line ends with the Löwdin charge.
CARTESIAN COORDINATES (ANGSTROEM)
O 3.38733 -0.94563 -0.21334  -0.01
O 7.28108 -0.53558 -2.84395  -0.04
O 3.50383 -3.73777 -0.23723  -0.03
O 6.31868 -1.95273 -0.64742  -0.10
O 3.57441 -5.46553 -2.88812  -0.07
O 4.51451 0.79799 -2.88263  -0.04
O 0.84953 -3.04149 -2.38072  -0.10
O 0.19669 -1.40350 -4.80249  -0.07
O 5.55028 -3.81769 -5.27152  -0.06
O 4.39778 0.10361 -5.60481  -0.05
O 6.05157 -4.35920 -1.97353  -0.02
O 2.75894 -2.36601 -5.80068  -0.03
N 3.83251 -2.29526 -3.08568  0.35
H 7.24498 -1.14425 -2.09608  -0.01
H 4.61679 -1.95443 -2.53807  0.10
H 4.17208 -0.88077 0.29465  0.03
H 2.58905 -3.31376 -5.88200  0.08
H 1.25083 -3.36821 -1.53289  0.04
H 3.31954 -2.09531 -6.49849  0.03
H 3.43410 -2.79950 -0.09620  -0.03
H 5.10184 -4.16651 -6.09515  0.09
H 6.96486 -1.73397 0.05917  0.08
H 5.89342 -2.93664 -5.46735  0.04
H 4.08103 -3.10560 -3.59000  0.06
H 5.35757 0.53723 -3.14624  -0.05
H 4.18767 -6.11745 -3.14707  0.01
H 4.03499 -4.95093 -2.14399  0.02
H 0.37712 -0.70772 -4.11903  0.06
H 3.76708 -1.52719 -3.72370  0.09
H 5.21255 -0.41861 -5.65703  0.04
H 0.61695 -3.93295 -2.80152  0.10
H 1.07316 -1.73305 -4.93314  -0.05
H 4.77650 0.98200 -5.75281  0.07
H 3.14729 -4.21367 0.50810  0.06
H 4.20796 1.40945 -3.57596  0.05
H 6.41556 -5.10352 -1.52670  0.07
H 8.21031 -0.42914 -2.95672  0.03
H 3.02518 -2.31689 -2.47866  0.09
H 6.70796 -4.29225 -2.65429  0.06
H 6.31329 -2.97320 -0.77459  0.06
H 2.71682 -1.11831 0.44660  0.06

Model two:
The following is a DFT calculation (ωB97M-V/def2-TZVPD) of a 13-piece molecular cluster, H28NO12 overall.

The LUMO energy comes out at -0.121 Ha. The total charge is +1. The frontier orbital gap is 9.31 eV.

Each line ends with the Löwdin charge.
CARTESIAN COORDINATES (ANGSTROEM)
O -0.28702 0.41596 3.07387  0.12
O -1.41675 -2.81800 -0.79270  -0.03
O -0.77783 3.85831 -2.14424  -0.05
O -3.20690 -1.33807 0.07789  -0.08
O 2.74738 -1.50200 -2.07548  -0.11
O 0.43518 2.00028 -3.63760  -0.18
O -2.74597 -0.70370 2.53269  -0.06
O -2.68511 0.92214 -0.77673  -0.01
O 3.52660 0.61275 -0.58676  -0.07
O -0.42640 3.20066 0.45299  -0.13
O 1.97779 -1.46663 2.42272  0.03
O 1.39575 -2.58114 0.11862  -0.08
N 0.22511 0.14235 0.03571  0.35
H -0.37395 3.05342 -2.39926  -0.07
H -0.77461 -0.14644 3.41103  -0.10
H -0.85831 3.67687 -1.21862  -0.05
H 4.38695 0.37334 -0.27290  0.05
H 0.21540 0.95139 -0.73234  0.20
H -3.14545 0.24683 -0.34424  -0.06
H 1.70972 -3.49414 0.40783  0.13
H -2.38228 -1.46624 2.95810  0.02
H -1.08415 3.62131 1.12422  0.13
H -2.46370 -1.75029 -0.42810  0.01
H -0.01728 0.83995 3.79495  0.01
H 1.40916 -2.12434 0.95192  -0.02
H -0.55529 0.20246 0.57936  0.05
H 3.73920 1.52302 -1.00828  0.12
H -4.07979 -1.47448 -0.34209  0.12
H 0.14442 0.98764 -3.69570  0.11
H 0.24670 -0.73616 -0.38376  0.07
H -0.49046 -2.89250 -0.53985  0.02
H -1.60492 -3.69960 -1.19498  0.12
H -2.94905 -1.02183 1.62390  -0.02
H 0.58611 3.34035 0.52364  0.11
H 2.55861 -2.16420 -1.34490  0.03
H 1.09199 0.20281 0.58977  0.12
H -3.03604 1.71540 -0.47714  0.02
H 2.77976 -0.97103 2.72440  0.13
H 3.15781 -0.67961 -1.78216  -0.03
H 1.58933 -0.85644 2.88482  -0.07
H 1.43827 1.99962 -4.11058  0.16

Model three:
The following is a DFT calculation (ωB97M-V/def2-TZVPD) of a 13-piece molecular cluster, H28NO12 overall.

The LUMO energy comes out at -0.111 Ha. The total charge is +1. The frontier orbital gap is 10.98 eV.

Each line ends with the Löwdin charge.
CARTESIAN COORDINATES (ANGSTROEM)
O -13.31100 -2.56200 -5.28000  -0.03
O -13.44200 -0.68600 1.01400  -0.02
O -10.46500 -4.17700 -1.71000  -0.04
O -12.19500 -5.90100 0.50500  -0.02
O -11.40700 -0.70300 -1.22400  -0.04
O -16.65000 -3.72800 -3.10100  -0.02
O -10.78300 -3.00700 0.92500  -0.03
O -11.15600 -1.38900 -3.91000  -0.04
O -14.95300 -6.39200 0.75600  -0.04
O -13.77000 -3.74100 1.67500  -0.04
O -14.27000 -1.15600 -3.10800  -0.03
O -13.52000 -5.30600 -3.76500  -0.05
N -13.43700 -3.35300 -1.35800  0.35
H -14.42400 -3.37400 -1.24100  0.11
H -13.09600 -4.26300 -1.24200  0.07
H -13.95100 -3.35200 2.52400  0.06
H -10.80600 -2.47500 1.74000  0.08
H -9.81600 -3.91300 -2.35200  0.04
H -11.06800 -0.57100 -4.40700  0.07
H -14.09400 -6.51100 0.39800  -0.02
H -11.85000 0.12800 -1.04900  0.05
H -14.40900 -4.45700 1.75200  0.03
H -13.02400 -5.32200 -4.57500  0.03
H -12.73200 -5.32500 1.06900  0.00
H -17.03100 -3.12200 -2.49500  0.02
H -13.47000 -1.74700 -5.72900  0.04
H -13.34700 0.07400 0.46500  0.02
H -10.42400 -3.53300 -0.99200  -0.01
H -10.60700 -0.61100 -0.67100  0.09
H -13.14700 -3.10700 -2.28600  0.09
H -13.90500 -0.33800 -3.37700  0.03
H -16.78900 -4.52400 -2.59200  0.03
H -11.40800 -1.20400 -3.00600  -0.02
H -14.57900 -1.56400 -3.89300  0.01
H -10.89100 -3.88900 1.19800  0.00
H -11.48300 -6.15900 1.04900  0.04
H -14.27300 -1.11400 0.90800  0.02
H -14.36100 -5.15700 -4.24300  0.05
H -15.51500 -6.32300 -0.05100  0.07
H -12.63900 -2.32100 -4.68000  -0.04
H -12.95000 -2.76400 -0.67000  0.10

Of them, model two has the lowest stability.

Model one:
The following is a DFT calculation (ωB97M-V/def2-TZVPD) of a 2-piece molecular cluster, C2H5NO2S overall.

The LUMO energy (spin up / spin down) comes out at 0.012 / -0.099 Ha. As for the spin multiplicity: 3. The frontier orbital gap (spin up / spin down) is 7.73 / 6.90 eV. As for the expectation value of S²: 2.01.

Each line ends with the Löwdin charge.
CARTESIAN COORDINATES (ANGSTROEM)
S 1.39600 -0.01615 -0.59320  0.84
O 2.29265 2.22109 0.30404  -0.09
O 2.58730 -0.69395 -0.09207  -0.48
N 1.19891 1.50126 -0.20894  -0.34
C -1.33641 -0.97377 -0.67638  -0.13
C -1.71677 -0.93032 0.67104  -0.05
H -0.57692 -1.57291 -1.03238  -0.04
H -1.18309 -1.49967 1.38168  0.03
H -1.97907 -0.51233 -1.53274  0.09
H -2.61599 -0.63093 1.07801  0.01
H 1.93339 3.10767 0.70095  0.16

Model two:
The following is a DFT calculation (ωB97M-V/def2-TZVPD) of one molecule with the formula C2H5NO2S.

The LUMO energy (spin up / spin down) comes out at 0.005 / -0.139 Ha. As for the spin multiplicity: 3. The frontier orbital gap (spin up / spin down) is 6.67 / 7.44 eV. As for the expectation value of S²: 2.01.

Each line ends with the Löwdin charge.
CARTESIAN COORDINATES (ANGSTROEM)
S -0.50698 -0.83770 -1.54128  0.65
O -0.50874 -1.76490 -2.58615  -0.31
O -1.72111 -0.78447 -0.70938  -0.36
N 0.62752 0.16433 -1.27344  -0.09
C 0.40004 -0.02143 1.22488  -0.12
C 0.18373 1.01517 0.12157  -0.17
H -0.72255 1.43394 -0.00294  0.05
H -0.21203 -0.96014 0.95308  0.07
H 1.46484 -0.26585 1.30451  0.08
H 0.99953 1.72512 0.26905  0.10
H -0.00425 0.29591 2.24011  0.11

Of them, model two has the lowest stability.